[1]
Molecular formula: C24H18F5LiN2O3S3Te
Method: DFT, ωB97M-V/def2-TZVPD

Each line ends with the Mulliken charge.
CARTESIAN COORDINATES (ANGSTROEM)
Li 6.89 12.23 7.93  1.179
S 9.22 8.97 6.73  -0.045
C 9.73 7.87 5.24  0.308
S 10.31 10.10 5.59  -0.227
C 9.56 6.50 5.22  0.212
C 9.34 5.89 6.45  0.161
N 9.34 5.25 7.41  -0.582
C 9.21 5.63 4.16  0.152
N 8.78 4.97 3.29  -0.557
O 8.41 12.24 9.25  -0.423
S 8.72 13.15 10.52  0.200
C 9.10 11.95 11.77  0.336
C 9.24 12.31 13.11  -0.534
C 9.67 11.33 14.02  -0.453
C 9.83 10.03 13.58  -0.354
C 9.70 9.72 12.23  -0.530
C 9.37 10.68 11.33  -0.525
C 7.17 13.86 10.99  0.263
C 6.01 13.14 11.33  -0.183
C 4.87 13.85 11.67  -0.584
C 4.85 15.26 11.56  -0.377
C 5.99 15.96 11.16  -0.574
C 7.15 15.23 10.96  -0.491
H 9.08 13.33 13.44  0.389
H 9.99 11.55 15.07  0.286
H 10.08 9.26 14.33  0.326
H 9.82 8.71 11.83  0.389
H 9.23 10.36 10.33  0.732
H 6.02 12.09 11.18  0.845
H 3.94 13.31 12.03  0.263
H 3.96 15.78 11.92  0.366
H 6.09 17.06 11.18  0.343
H 8.09 15.71 10.76  0.410
C 4.85 14.74 5.17  -1.220
C 6.01 14.68 6.11  0.088
O 6.31 13.68 6.76  -0.632
C 6.82 15.91 6.08  0.759
C 7.59 16.32 7.19  -0.557
C 8.53 17.29 6.98  -0.096
C 8.79 17.91 5.77  -0.917
C 7.90 17.64 4.72  -0.289
C 6.96 16.64 4.85  -0.732
H 4.09 14.21 5.80  0.300
H 5.05 14.11 4.28  0.230
H 4.53 15.79 4.96  0.394
H 7.48 15.72 8.09  0.392
H 9.05 17.58 7.89  0.293
H 9.68 18.50 5.59  0.355
H 7.94 18.17 3.80  0.357
H 6.32 16.43 3.99  0.237
F 6.28 10.34 8.00  -0.600
Te 4.65 10.50 9.16  1.532
F 3.63 10.92 7.43  -0.543
F 5.28 12.40 9.05  -0.462
F 3.55 11.49 10.45  -0.504
F 5.98 10.35 10.73  -0.644
O 10.43 8.62 4.42  -0.461

Gap between HOMO and LUMO (alpha / beta): 0.1976 / 0.1196 hartree
Electronic energy: -87894.268 eV
HOMO (alpha / beta): -1.6 / 0.5 eV
Maximum force: 5.9 eV Å⁻¹
LUMO (alpha / beta): 3.8 / 3.8 eV
Net charge: -2

=====

[2]
Molecular formula: C24H18FeN5O7S
Method: DFT, ωB97M-V/def2-TZVPD

Each line ends with the Mulliken charge.
CARTESIAN COORDINATES (ANGSTROEM)
Fe -0.13 -0.21 -0.37  0.198
O 1.85 1.01 -3.59  -0.709
C 1.20 0.46 -2.73  -0.091
O 0.73 1.00 -1.64  -0.528
C 0.83 -1.01 -2.85  1.074
C 1.11 -1.89 -3.88  -0.649
C 0.64 -3.20 -3.77  -0.281
C -0.11 -3.59 -2.66  -0.621
C -0.34 -2.66 -1.67  0.633
N 0.16 -1.43 -1.79  0.038
C -1.10 -2.82 -0.36  0.231
O -1.50 -3.91 0.00  -0.719
O -1.24 -1.70 0.28  -0.643
H 1.69 -1.55 -4.73  0.599
H 0.87 -3.91 -4.55  0.453
H -0.49 -4.60 -2.56  0.561
C 1.21 -3.21 5.35  -0.398
C 0.57 -3.57 4.17  -0.805
C 0.15 -2.60 3.27  0.052
C 0.35 -1.26 3.59  -0.005
C 0.98 -0.88 4.78  -0.442
C 1.41 -1.86 5.65  -0.568
N -0.07 -0.32 2.62  0.892
N -0.40 0.78 3.05  -0.936
C -0.82 1.71 2.04  0.169
C -1.30 2.90 2.55  -0.380
C -1.78 3.86 1.68  -0.297
C -1.76 3.59 0.32  -0.809
C -1.24 2.38 -0.11  -0.104
N -0.78 1.44 0.73  0.097
H 1.54 -3.97 6.03  0.380
H 0.40 -4.61 3.94  0.435
H -0.37 -2.85 2.36  0.532
H 1.14 0.17 4.99  0.450
H 1.92 -1.59 6.57  0.367
H -1.29 3.04 3.62  0.502
H -2.17 4.80 2.05  0.389
H -2.11 4.30 -0.41  0.412
H -1.16 2.16 -1.16  0.383
N 1.77 -0.66 0.40  -0.096
C 2.67 -1.35 -0.45  0.157
C 2.60 -2.73 -0.51  -0.766
C 3.31 -3.41 -1.49  -0.861
C 4.08 -2.69 -2.39  0.427
C 4.22 -1.31 -2.27  -0.661
C 3.51 -0.64 -1.29  -0.439
S 4.84 -3.54 -3.73  1.395
O 6.15 -4.03 -3.29  -0.442
O 4.98 -2.59 -4.82  -0.496
O 3.97 -4.66 -4.06  -0.482
H 1.51 -1.19 1.22  0.412
H 2.08 0.27 0.65  0.374
H 1.95 -3.27 0.16  0.471
H 3.22 -4.48 -1.59  0.418
H 4.83 -0.77 -2.98  0.412
H 3.55 0.44 -1.24  0.314

Gap between HOMO and LUMO (alpha / beta): 0.2669 / 0.1506 hartree
Relative energy (zero: lowest compared OMol25 entry of this formula, charge and spin): 25.6 kcal per mole
Electronic energy: -92184.195 eV
HOMO (alpha / beta): -8.5 / -8.5 eV
Maximum force: 1.1 eV Å⁻¹
LUMO (alpha / beta): -1.2 / -4.4 eV
Spin multiplicity: 2
Expectation value of S²: 0.766

=====

[3]
Molecular formula: C24H18I2N6RuSe
Method: DFT, ωB97M-V/def2-TZVPD

Each line ends with the Mulliken charge.
CARTESIAN COORDINATES (ANGSTROEM)
Ru 0.01 -0.17 -0.12  0.306
C -4.54 -3.09 1.00  -0.547
C -4.90 -1.81 0.60  -0.983
C -3.97 -0.78 0.59  0.357
C -2.66 -1.02 1.00  -0.438
C -2.30 -2.30 1.41  -0.252
C -3.23 -3.33 1.41  -0.702
N -1.67 -0.01 0.95  0.355
C -1.77 1.17 1.60  0.792
C -2.87 1.64 2.35  -0.670
C -2.78 2.85 2.98  -0.674
C -1.60 3.64 2.93  -0.606
C -0.50 3.19 2.27  -0.698
C -0.58 1.95 1.60  0.230
N 0.46 1.31 0.99  1.195
N 1.70 1.69 1.18  -1.376
C 2.54 0.71 0.81  0.514
C 3.94 0.90 0.83  -0.510
C 4.77 -0.13 0.52  -0.203
C 4.23 -1.39 0.18  -0.641
C 2.88 -1.52 0.15  -0.470
N 2.03 -0.52 0.46  -0.183
H -5.27 -3.89 1.00  0.416
H -5.91 -1.62 0.26  0.394
H -4.24 0.21 0.23  0.545
H -1.28 -2.47 1.73  0.445
H -2.94 -4.32 1.73  0.412
H -3.78 1.06 2.42  0.498
H -3.64 3.22 3.54  0.389
H -1.58 4.60 3.43  0.392
H 0.42 3.74 2.23  0.477
H 4.31 1.89 1.09  0.452
H 5.84 0.01 0.54  0.399
H 4.87 -2.22 -0.07  0.416
H 2.41 -2.46 -0.13  0.441
I 1.13 -0.18 -2.98  0.369
I 3.47 -1.16 -3.96  -0.236
Se -0.98 2.36 -2.06  0.185
C -2.42 2.95 -1.06  0.326
N -3.30 3.37 -0.45  -0.530
N -1.04 0.54 -1.74  -0.887
C -2.15 -0.22 -2.21  1.236
C -2.07 -1.61 -2.06  0.021
C -3.10 -2.44 -2.45  -0.827
C -4.25 -1.89 -3.02  -0.608
C -4.33 -0.52 -3.18  -0.802
C -3.30 0.32 -2.78  -0.535
H -1.17 -2.05 -1.64  0.228
H -3.02 -3.51 -2.32  0.428
H -5.06 -2.53 -3.33  0.413
H -5.22 -0.08 -3.62  0.394
H -3.40 1.38 -2.91  0.354

Gap between HOMO and LUMO (alpha / beta): 0.2186 / 0.2187 hartree
Relative energy (zero: lowest compared OMol25 entry of this formula, charge and spin): 4.3 kcal per mole
Electronic energy: -118248.906 eV
HOMO (alpha / beta): -7.3 / -7.3 eV
Maximum force: 0.9 eV Å⁻¹
LUMO (alpha / beta): -1.3 / -1.3 eV